Formula: C4H7I
Source: the OMol25 dataset
Level of theory: ωB97M-V/def2-TZVPD

total charge: 0
relative energy (zero: lowest compared OMol25 entry of this formula, charge and spin): 257.2 kJ/mol
HOMO level: -8.8 eV
Kohn-Sham gap: 9.14 eV

Cartesian coordinates (Å):
I  -0.35761  -0.05037  2.96078
C  -0.52404  0.32867  -1.70502
C  0.14986  0.27483  -0.55349
C  1.52448  0.26595  0.11780
C  -1.19777  -0.49797  0.95255
H  1.43630  0.67558  1.10504
H  2.19666  0.85188  -0.46041
H  -1.27615  -1.67039  0.85452
H  -2.17544  0.02323  0.80647
H  -0.25095  0.14322  -2.74274
H  2.04242  -0.70958  0.36327
H  -1.56774  0.36494  -1.69877

natural (NBO) population analysis, charges in e, atoms 1 to 4:
1. I 0.050
2. C -0.482
3. C 0.168
4. C -0.708

Formula: C4H7I2NO
Source: the OMol25 dataset
Level of theory: ωB97M-V/def2-TZVPD

total charge: 0
relative energy (zero: lowest compared OMol25 entry of this formula, charge and spin): 211.9 kJ/mol
HOMO level: -8.5 eV
Kohn-Sham gap: 7.73 eV

Cartesian coordinates (Å):
I  -2.66825  1.71823  -0.32446
I  -2.34617  -1.75601  0.15912
O  -0.23407  -0.44326  2.14775
N  -1.57439  -0.00199  -0.62356
C  0.35478  0.44907  1.20423
C  0.77409  0.57501  -1.35132
C  0.00502  0.08413  -0.14860
C  0.84529  -0.79703  -0.95659
H  1.32179  0.68173  1.36525
H  0.28075  -1.63727  -1.44656
H  1.55641  -1.33480  -0.35226
H  0.13758  0.95237  -2.21386
H  0.33679  -1.15769  2.28003
H  -0.25014  1.33637  1.30955
H  1.46052  1.33114  -1.04871

natural (NBO) population analysis, charges in e, atoms 1 to 4:
1. I 0.319
2. I 0.310
3. O -0.703
4. N -0.828

Formula: C4H7IN2
Source: the OMol25 dataset
Level of theory: ωB97M-V/def2-TZVPD

total charge: 0
relative energy (zero: lowest compared OMol25 entry of this formula, charge and spin): 490.6 kJ/mol
HOMO level (spin up / spin down): -6.9 / -6.9 eV
Kohn-Sham gap (spin up / spin down): 7.18 / 7.18 eV

Cartesian coordinates (Å):
I  -1.75780  -0.81156  -1.00118
N  0.68031  -1.39626  0.47596
N  -0.44185  1.99469  -0.69679
C  0.67052  -2.57437  1.18168
C  -1.54779  2.87067  -0.84528
C  1.33377  -0.42366  0.33092
C  -0.32548  0.79852  -0.77817
H  -1.92227  2.74986  0.18405
H  -1.30596  3.92178  -1.09469
H  0.29886  -2.28070  2.23337
H  -2.36338  2.34173  -1.48956
H  0.14842  -3.25954  0.57996
H  1.65773  -2.93338  1.54223
H  1.94764  0.42674  0.15522

natural (NBO) population analysis, charges in e, atoms 1 to 4:
1. I -0.124
2. N -0.335
3. N -0.513
4. C -0.442

Formula: C4H7IN2O3S
Source: the OMol25 dataset
Level of theory: ωB97M-V/def2-TZVPD

total charge: 0
relative energy (zero: lowest compared OMol25 entry of this formula, charge and spin): 0.0 kJ/mol
HOMO level: -8.4 eV
Kohn-Sham gap: 7.68 eV

Cartesian coordinates (Å):
I  0.06780  3.26653  2.84094
S  1.52535  1.52905  2.10147
O  1.99467  -0.81912  0.50530
O  -0.19667  -1.09676  0.13892
O  1.55826  2.96057  -0.86855
N  -0.70765  1.31379  0.03110
N  -1.13828  2.48018  -0.64715
C  1.68210  1.83944  -0.50556
C  0.90080  -0.35935  0.28924
C  0.07983  -2.49323  0.15404
C  0.64803  1.05210  0.19408
H  1.16948  -2.61607  0.52033
H  -0.61232  -2.97625  0.76950
H  -1.31949  0.99482  0.77161
H  -1.47102  3.30970  -0.13775
H  2.74415  1.33055  -0.53131
H  -0.11275  -2.86317  -0.75247
H  -0.36525  2.82344  -1.26626

natural (NBO) population analysis, charges in e, atoms 1 to 4:
1. I 0.062
2. S -0.129
3. O -0.588
4. O -0.479

Formula: C4H7INO
Source: the OMol25 dataset
Level of theory: ωB97M-V/def2-TZVPD

total charge: +1
relative energy (zero: lowest compared OMol25 entry of this formula, charge and spin): 151.3 kJ/mol
HOMO level: -13.9 eV
Kohn-Sham gap: 9.19 eV

Cartesian coordinates (Å):
I  2.89560  -0.01936  -0.00046
O  -2.00348  1.95579  0.01189
N  0.23875  -1.48916  0.08112
C  0.64614  -0.02136  -0.07451
C  -0.13813  0.73533  -1.11353
C  -0.16597  0.62966  1.07581
C  -0.96933  1.40044  0.00154
H  -0.62957  0.25872  -1.93247
H  -0.65831  -1.68035  0.63313
H  0.11787  -2.07987  -0.73762
H  0.52254  1.28624  -1.82039
H  0.17417  1.18593  1.89846
H  0.88137  -2.14701  0.45582
H  -0.91164  -0.01500  1.52122

natural (NBO) population analysis, charges in e, atoms 1 to 4:
1. I 0.238
2. O -0.426
3. N -0.726
4. C 0.057

Formula: C4H7KO3
Source: the OMol25 dataset
Level of theory: ωB97M-V/def2-TZVPD

total charge: 0
relative energy (zero: lowest compared OMol25 entry of this formula, charge and spin): 1.2 kJ/mol
HOMO level: -7.1 eV
Kohn-Sham gap: 6.74 eV

Cartesian coordinates (Å):
K  -1.45949  -0.77223  0.24028
O  0.37363  0.54054  -0.27776
O  -1.48972  1.67928  2.03890
O  -1.38481  -0.48112  -2.28713
C  -1.80027  -1.37847  -3.29233
C  -0.20296  0.24181  -2.61827
C  -0.46220  2.16776  2.12569
C  0.15295  1.18243  -1.47085
H  -2.07093  -0.83743  -4.21409
H  -0.37427  0.81408  -3.54936
H  -1.00316  -2.10358  -3.52744
H  -2.67922  -1.91903  -2.92074
H  0.61946  -0.47634  -2.79560
H  -0.68134  1.92673  -1.40498
H  1.03206  1.76698  -1.83213

natural (NBO) population analysis, charges in e, atoms 1 to 4:
1. K 0.951
2. O -1.022
3. O -0.573
4. O -0.599

Formula: C4H7N
Source: the OMol25 dataset
Level of theory: ωB97M-V/def2-TZVPD

2S+1: 2
total charge: -1
relative energy (zero: lowest compared OMol25 entry of this formula, charge and spin): 0.0 kJ/mol
HOMO level (spin up / spin down): 1.3 / -7.6 eV
Kohn-Sham gap (spin up / spin down): 3.24 / 12.08 eV

Cartesian coordinates (Å):
N  10.42235  -5.40866  6.68771
C  7.70465  -3.32018  5.90735
C  9.83249  -4.72219  6.03060
C  8.99211  -3.83893  5.22581
C  6.85600  -4.36831  6.60251
H  7.08675  -2.85262  5.14076
H  9.63013  -3.04919  4.82914
H  5.91675  -3.98950  7.00549
H  7.90913  -2.53071  6.63056
H  8.74175  -4.39500  4.32237
H  6.74494  -5.24239  5.96084
H  7.42395  -4.88656  7.37515

natural (NBO) population analysis, charges in e, atoms 1 to 4:
1. N -0.415
2. C -0.657
3. C 0.277
4. C -0.904

Formula: C4H7N
Source: the OMol25 dataset
Level of theory: ωB97M-V/def2-TZVPD

total charge: 0
relative energy (zero: lowest compared OMol25 entry of this formula, charge and spin): 162.7 kJ/mol
HOMO level: -9.4 eV
Kohn-Sham gap: 10.37 eV

Cartesian coordinates (Å):
N  -0.65674  -2.18864  0.15351
C  0.55321  0.09877  -0.04816
C  -0.18548  -0.11260  -1.39262
C  -0.24140  -1.09640  -0.31690
C  0.04051  1.13910  0.92301
H  -1.05353  0.51773  -1.57491
H  0.50206  1.02922  1.90998
H  1.63277  -0.04174  -0.08246
H  0.42559  -0.32656  -2.26552
H  -0.22772  -2.21228  1.08288
H  -1.04363  1.04728  1.05834
H  0.25436  2.14612  0.55285

natural (NBO) population analysis, charges in e, atoms 1 to 4:
1. N -0.581
2. C -0.306
3. C -0.478
4. C 0.309

Formula: C4H7N
Source: the OMol25 dataset
Level of theory: ωB97M-V/def2-TZVPD

total charge: 0
relative energy (zero: lowest compared OMol25 entry of this formula, charge and spin): 434.3 kJ/mol
HOMO level: -7.6 eV
Kohn-Sham gap: 7.39 eV

Cartesian coordinates (Å):
N  -0.05566  -0.17028  -1.69881
C  0.04898  -0.65735  0.76146
C  0.36362  -0.90016  -0.54777
C  -1.08055  0.28486  1.04710
C  0.86828  0.67079  -1.29232
H  0.73465  1.51754  -0.59188
H  -1.95510  -0.02874  0.45475
H  -0.93237  1.29953  0.65798
H  -1.31951  0.29931  2.11211
H  1.89893  0.58801  -1.66324
H  0.89382  -1.80589  -0.85928
H  0.53491  -1.09763  1.61988

natural (NBO) population analysis, charges in e, atoms 1 to 4:
1. N -0.660
2. C -0.133
3. C -0.059
4. C -0.677

Formula: C4H7N
Source: the OMol25 dataset
Level of theory: ωB97M-V/def2-TZVPD

total charge: 0
relative energy (zero: lowest compared OMol25 entry of this formula, charge and spin): 503.9 kJ/mol
HOMO level: -8.3 eV
Kohn-Sham gap: 7.50 eV

Cartesian coordinates (Å):
N  0.79960  -1.12386  0.70444
C  -1.08372  0.86787  0.42052
C  0.26274  1.26825  0.33994
C  0.08333  -0.29431  0.03324
C  -0.22802  -0.71602  -1.40679
H  0.79425  1.75860  -0.46718
H  0.35028  -1.59794  -1.65242
H  -0.14290  0.09089  -2.13081
H  -1.50198  0.98644  1.42918
H  0.67862  1.48058  1.32582
H  -1.27076  -1.00100  -1.37687
H  0.56263  -1.15756  1.70022

natural (NBO) population analysis, charges in e, atoms 1 to 4:
1. N -0.576
2. C -0.254
3. C -0.404
4. C 0.216